Record 1
Here is C40H79F3N5O10PtS8 as an isolated structure at a distorted geometry from OMol25. Energies are from wB97M-V/def2-TZVPD.

XYZ file:
```
146
Properties=species:S:1:pos:R:3:forces:R:3
H 0.29974 -1.15666 -5.41794 0.10 0.00 -0.40
H -3.75948 6.32359 0.15455 -0.13 0.08 -0.16
H -4.42543 6.17341 -2.36718 0.15 0.10 0.57
H -2.71818 2.55793 -7.24140 -0.31 -0.40 0.11
H 2.43912 -3.97561 -2.47876 0.07 -0.47 0.65
C -1.61034 1.30976 -0.94193 -0.34 1.22 0.49
C 2.23646 0.12751 6.12091 -0.48 -0.97 0.25
C 4.67978 2.43685 -0.43197 -1.38 -0.33 0.06
H 5.14250 1.55522 1.41370 -0.01 -0.62 0.16
H 2.42973 0.53753 -1.80505 0.16 -0.02 -0.05
O -4.75789 4.65256 3.46903 -0.62 -2.00 -1.02
H -5.97284 -0.62128 1.58404 0.74 0.63 -0.12
H 2.72071 -4.20677 4.97053 -0.11 0.32 -0.15
C -1.35312 5.41855 -1.86173 -0.83 -0.46 -1.47
O 3.37397 3.99123 -3.62974 -1.31 -1.03 -1.72
C 5.07196 -3.10451 -0.61811 -0.13 0.09 0.77
H 1.03220 -3.53797 4.69164 0.22 0.09 -0.14
C 4.07393 -3.55330 0.27428 1.56 -0.16 -1.61
N -3.50915 6.05996 -1.95772 1.22 -0.88 -0.77
C -3.97878 -3.21860 1.83579 0.30 0.27 -0.26
H -2.71365 1.31656 -5.02909 -0.31 -0.22 0.17
H 2.48192 -1.27575 -7.22080 -0.23 0.11 0.09
S 0.41827 -4.44924 -0.98877 2.83 -0.97 0.53
O -0.91720 -3.81822 -0.98607 -0.58 -0.24 0.32
O 1.48593 1.14017 3.69650 1.49 -1.02 1.25
H 3.01980 -0.51703 6.51971 0.04 -0.13 -0.16
C 0.04176 -1.87670 1.83863 0.76 -0.30 0.01
H 2.74404 1.74092 -6.54477 -0.24 0.13 0.43
H -1.03686 3.91521 2.70345 0.20 0.64 0.24
H -1.24633 1.28064 4.43209 0.00 0.24 0.41
H 3.32459 -5.53953 0.46901 0.14 0.31 0.34
H -5.63297 2.67669 5.22442 -1.02 0.01 -0.40
H 1.77195 -2.55012 -1.66691 -0.41 -0.07 -0.09
C 1.51872 -3.49611 -2.14554 -0.97 -0.97 -0.17
H 1.07374 -0.38042 0.68300 0.29 0.16 -0.10
S -3.79621 -1.64101 0.87609 0.18 -0.83 -0.58
H 3.47577 -0.52468 0.57417 -0.20 0.06 -0.37
N -3.11850 -0.19962 6.68786 -1.08 -0.95 -0.45
C 1.21811 3.44955 0.47508 -0.19 -1.11 -0.28
H -0.20635 -6.83782 -1.39763 -0.27 0.50 0.71
C 5.55573 -4.19089 -1.39297 -1.64 -1.36 0.65
C -0.13193 3.34120 2.90278 -0.30 0.39 -0.36
Pt -2.29541 -2.69575 -2.19884 0.57 0.65 -2.00
S -4.40429 3.03789 -5.49082 0.26 -0.59 -0.41
C 0.26622 -5.84162 2.65037 0.63 -0.96 0.69
C -3.30606 3.42650 -6.94461 0.27 -0.76 0.34
H 4.82943 -6.34520 -1.28351 -0.08 0.13 -0.09
H -3.05191 -3.77491 1.97556 0.34 0.40 -0.57
H 5.20207 3.38132 -0.39187 -0.04 -0.15 -0.09
H -0.94753 -2.31417 1.97290 -0.24 0.46 0.28
H -3.51304 -2.07911 5.77010 -0.12 0.08 -0.12
H 3.55579 -3.04719 1.07540 -0.07 -0.16 -0.17
N 3.93532 -4.88555 0.00059 -0.33 -0.67 -0.81
C 1.28388 2.24031 -4.13188 1.06 -0.14 0.64
H -3.84130 1.70081 -3.61836 0.20 -0.24 -0.16
H 6.41865 -4.26305 -2.03838 -0.25 0.34 -0.15
H -0.37222 5.08819 -2.17008 -0.02 0.05 0.03
H 0.27340 3.55530 -0.05826 -0.24 0.98 0.47
H 1.28326 -0.39924 6.07571 0.06 -0.34 -0.35
C -1.80965 5.63012 -0.54399 0.28 0.53 -0.50
C -2.43581 5.61119 -2.72209 0.08 0.38 0.73
C 3.20449 0.92063 -1.15747 -0.40 -0.21 0.40
C 3.67917 0.39587 0.04729 0.82 2.35 -0.66
H -3.52949 -0.35375 7.59749 -0.03 0.23 -0.36
H -3.72242 3.23821 1.13332 0.08 0.33 0.32
C -4.11568 2.48286 1.81368 -0.21 0.29 -0.02
H 0.81319 2.48261 -3.17908 -0.50 1.02 -0.41
H 1.88127 1.40499 -3.76654 0.59 -0.09 -0.67
H 4.18071 2.80344 -6.44052 -0.50 0.78 -0.26
O -3.37221 -2.03917 -0.53991 -1.92 0.76 2.57
H 1.25457 2.36023 0.48748 0.48 -0.29 0.81
O 3.11646 -5.83412 2.74158 -2.15 0.42 0.47
H 2.01977 3.71368 -0.21460 0.14 0.62 0.52
H -1.86112 -1.13326 3.86147 -0.23 -0.03 -0.16
H -6.23504 -2.15152 1.02566 0.46 -0.59 -0.31
C -0.77769 0.02390 -1.28267 1.21 -3.30 -0.65
C 3.34461 2.37229 -5.88995 0.95 0.54 1.22
H -0.39780 2.37935 2.46430 0.86 -0.17 0.08
H 4.41065 -0.36087 3.11832 -0.16 0.27 0.02
H -5.90437 -0.95758 -0.19169 0.45 0.28 0.06
C 4.58109 1.43646 0.49875 0.65 -0.23 0.36
H 1.44901 -6.52307 -1.71817 0.23 0.48 -0.21
C -3.21493 2.07522 -4.42804 -0.38 0.84 -0.87
H 3.82290 -1.17197 -3.10954 -0.06 0.21 -0.07
O -1.07086 -0.81341 -2.40855 -0.30 2.16 1.85
H 0.61267 -2.72304 1.45669 0.11 0.15 -0.94
H 3.90717 1.83636 -5.12548 -0.43 -0.73 0.01
N 3.76950 2.14645 -1.42157 0.53 -0.79 0.81
O 0.83740 5.66025 1.85509 0.46 -1.34 0.75
F -1.56716 1.73216 0.37236 0.75 -0.83 -0.57
H -2.46901 2.76077 -4.02591 -0.08 0.13 0.06
H -5.77457 1.30701 3.97445 0.16 -0.24 0.60
H 0.58528 -1.74923 2.77481 -0.54 0.56 0.43
H -0.59270 -5.18359 2.78205 0.31 0.28 0.02
H 1.26512 -1.19253 -3.18234 -0.32 0.23 -0.26
H 0.19655 -6.35204 1.68977 0.37 0.52 -0.25
S 1.87353 -4.95027 2.87457 0.74 0.49 -0.26
S 2.73556 0.73839 4.49817 -0.57 1.09 -1.41
H 5.48681 -2.10821 -0.65924 -0.16 0.06 0.13
C -2.40143 0.84269 6.29564 0.99 3.26 0.77
S 2.42983 3.58888 -4.78788 0.24 -0.82 0.91
H -1.17871 5.60434 0.33217 -0.22 0.03 0.15
H 3.49416 2.83017 -2.11210 -0.01 -0.09 -0.70
H 4.63945 -1.09764 -5.68872 -0.02 -0.16 0.05
C 1.69794 -4.39988 4.64687 -0.03 -1.10 -0.59
H 0.10684 -6.05545 -2.85754 0.45 0.37 -0.21
C -2.20953 -0.59664 4.73155 -1.94 -3.78 -2.45
H -0.28998 0.24107 1.56560 -0.40 0.05 -0.17
O -0.70555 -0.94948 -0.15110 -1.27 1.94 -1.46
O -5.44457 2.06683 -5.98827 0.90 0.61 0.29
F -1.26117 2.46296 -1.62692 0.32 -1.76 0.07
C -5.25092 2.19710 4.32325 0.49 0.35 0.23
H 0.59651 1.83109 -4.87225 -0.01 0.45 -0.07
N 1.83304 -1.06234 -4.00735 1.93 -0.33 -0.24
H -4.57473 1.77061 1.12806 -0.58 -0.10 0.28
C 0.45641 -6.08566 -1.82556 -0.66 -0.05 -0.46
H 0.89530 -3.47468 -3.03940 -0.05 0.81 -0.03
H 0.24068 0.38101 -1.43589 0.30 0.41 0.16
H -4.26953 -2.97917 2.85865 -0.61 0.18 -0.17
H 2.78061 -0.99899 2.80870 -0.10 0.08 0.12
S 1.29953 4.23841 2.15341 -1.23 0.55 -2.08
C 0.04434 -0.60370 0.96335 0.86 -1.22 1.27
C -3.14259 -1.07477 5.62700 1.04 -1.53 0.99
C 3.49153 -0.71548 3.58479 -0.33 0.11 0.49
C 3.62179 -1.13281 -5.32880 0.64 -0.16 -0.29
S -5.35316 3.33541 2.94222 1.47 1.61 0.35
H 1.30456 -5.19228 5.28364 -0.05 -0.12 -0.12
C 3.25145 -1.10559 -4.02357 -1.86 0.03 0.40
H 2.05600 0.88487 6.88375 0.35 0.64 -0.59
H -2.29617 1.72404 6.91088 -0.09 -0.07 0.12
C -5.60734 -1.28854 0.80348 -0.60 -0.62 0.16
H -3.29628 1.95508 2.30166 -0.07 0.32 0.40
H -2.61592 5.47984 -3.77883 0.44 0.05 0.00
C 1.37283 -1.12834 -5.29929 0.23 -0.18 0.45
H -4.22312 2.07551 4.66521 0.29 -0.58 -0.75
H 0.21989 -6.65869 3.37032 -0.06 0.10 0.31
H 0.10683 3.26975 3.96389 -0.29 -0.10 -0.15
F -2.88525 1.13867 -1.15902 -1.51 -0.53 -0.63
H -2.54197 4.17752 -6.74400 -0.44 0.40 0.28
H -3.94856 3.68420 -7.78656 -0.07 0.22 0.28
C -1.88930 0.65738 5.03585 1.55 2.52 1.19
C 4.74643 -5.29541 -1.04377 0.94 1.48 0.93
H 3.76613 -1.58335 4.18435 -0.25 0.10 0.29
H -4.66700 -3.84488 1.26814 -0.16 0.06 0.31
C -3.10515 6.04619 -0.65866 -0.94 0.17 1.42
C 2.46741 -1.19230 -6.14413 -0.66 0.29 0.17
```
Positions in Å, forces in eV/Å.

Properties
**Total energy**: -168752.16919 eV
**Spin multiplicity**: 4
**HOMO energy (spin up / spin down)**: -0.2270 / -0.2800 hartree
**Frontier orbital gap (spin up / spin down)**: 5.86 / 7.13 eV
**Net charge**: 0

Record 2
Here is a 2-piece molecular cluster, CH5NP2 overall at a distorted geometry from OMol25. Energies are from wB97M-V/def2-TZVPD.

XYZ file:
```
9
Properties=species:S:1:pos:R:3:forces:R:3
H -0.32916 0.54335 -3.07789 1.56 -0.50 -2.06
H 0.50941 -0.31435 3.32627 -0.52 0.87 0.61
P 1.13689 -1.02277 2.33529 0.63 -1.23 -0.41
P 1.02648 1.07205 0.21278 -0.16 -0.01 0.04
H -1.49714 1.43623 -2.24186 -0.88 0.41 0.57
C -0.97394 0.51358 -2.28330 -0.83 1.40 -0.41
H 0.11393 -1.96893 2.27809 -0.16 -0.46 0.29
N 0.67700 -0.26020 0.90603 0.24 0.96 -0.58
H -0.66347 0.00104 -1.45541 0.11 -1.43 1.94
```
Positions in Å, forces in eV/Å.

Properties
**Total energy**: -21181.32026 eV
**HOMO energy (spin up / spin down)**: -0.3254 / -0.2724 hartree
**ΔE to the lowest compared entry with this formula, charge and spin**: 3.121 eV
**Frontier orbital gap (spin up / spin down)**: 8.37 / 6.66 eV
**Net charge**: 0

Record 3
Here is C20H31MnN2OPSi as an isolated structure at a distorted geometry from OMol25. Energies are from wB97M-V/def2-TZVPD.

XYZ file:
```
57
Properties=species:S:1:pos:R:3:forces:R:3
H 2.64579 -1.06520 -2.33547 -0.08 -0.24 -0.23
C 1.83055 1.36659 6.27696 -0.18 0.06 0.22
N -1.14363 1.00475 -0.59452 0.07 0.31 -0.37
P -0.48028 -0.85934 -3.31627 -0.16 0.40 -0.50
H -2.25756 -0.70639 -4.92530 0.05 -0.31 0.61
C 3.35710 -0.43262 -1.81942 0.32 0.46 -0.30
C 3.57425 0.83530 0.25818 0.90 0.10 0.79
H -0.72555 1.51174 -2.81984 0.30 -0.47 -0.34
H 1.64552 -2.87072 -0.17868 -0.35 0.12 -0.51
H 3.02387 1.28106 1.09501 0.20 -0.10 -0.06
H 1.75763 -3.25530 -1.92102 -0.04 -0.10 0.25
Si -0.41127 -2.07328 -1.35260 -0.33 -0.17 2.11
C -5.08804 2.05818 0.20902 -0.32 0.36 0.08
H 4.07966 -1.04406 -1.23454 -0.58 0.27 -0.68
C 0.89622 0.31180 4.28346 0.02 0.19 1.35
C -2.36196 1.34334 -0.24430 -1.14 0.54 -0.79
H 1.60465 -1.24092 -4.47904 -0.20 -0.13 0.02
H -3.12476 -0.62740 -0.64607 -0.38 0.28 0.36
H 0.84509 1.16399 -3.64213 -0.68 -0.24 0.29
H 0.58186 -1.67759 7.04068 -0.09 -0.16 0.01
H 1.73601 0.23796 8.12182 0.04 0.05 0.29
H 0.18335 -1.40106 -5.55068 0.17 -0.11 0.23
O 1.80879 1.41192 -1.43509 0.41 1.04 -0.20
C -0.23683 0.91149 -3.61727 0.32 0.92 -0.27
H 0.66879 -4.20201 -0.87101 0.25 0.55 -0.20
H 2.32891 2.22065 6.71452 0.00 0.03 0.03
H -1.63416 -2.96607 -1.42077 0.27 0.37 -0.63
H -0.44232 -1.21535 -0.10186 -0.89 -1.07 -0.91
H -1.95294 3.46412 -0.10506 -0.54 -0.31 0.29
H 1.75870 2.26919 4.30075 0.06 -0.14 0.37
H 4.50588 1.49014 0.10682 -1.14 -0.83 -0.22
C 1.51871 1.40742 4.92508 -0.07 -0.34 -0.81
H 3.92178 -0.20987 0.53375 -0.26 1.49 0.24
C -4.73495 0.75873 -0.09531 0.43 -1.04 -0.06
C -2.74510 2.70548 -0.00100 -0.29 -0.39 0.04
H 0.01028 -1.61968 4.58755 0.33 0.35 0.52
C -3.41762 0.37754 -0.30849 0.13 0.49 -0.13
C 1.48828 0.27543 7.07946 -0.35 -0.65 -1.84
C 2.67922 0.58460 -0.92925 -0.15 -0.77 0.48
C 0.58946 -1.64606 -4.55876 0.03 -0.28 -0.08
C 0.85071 -0.81834 6.44913 0.09 0.83 -0.05
C 0.53291 -0.78781 5.08664 0.03 -0.22 -0.54
H -4.31304 4.05091 0.44633 -0.24 0.20 -0.05
H -2.88654 -0.67047 -3.23782 0.31 -0.14 -0.18
H -5.47657 -0.02519 -0.16895 -0.30 0.05 0.01
H 1.18109 -0.66045 -0.05308 1.34 -1.37 0.58
H 3.91263 0.17476 -2.57255 -0.12 -0.57 0.23
C -4.08373 3.01870 0.23106 1.00 0.19 0.10
C -2.15751 -1.15230 -3.91196 -0.60 -0.07 -0.31
H 0.61800 -2.73890 -4.42718 -0.01 0.37 -0.11
H -2.36899 -2.23244 -3.94870 0.04 0.39 -0.02
C 1.06871 -3.18247 -1.06934 0.31 -0.78 -0.32
N 0.48063 0.59413 1.71537 0.61 -0.70 5.44
C 0.62836 0.38937 2.87201 -0.43 0.89 -3.22
H -6.12474 2.33370 0.38868 0.19 -0.07 -0.03
Mn 0.51864 0.64831 -0.20544 1.46 1.02 -1.83
H -0.66391 1.18001 -4.62350 0.22 -0.56 0.86
```
Positions in Å, forces in eV/Å.

Properties
**Total energy**: -74750.84964 eV
**Spin multiplicity**: 4
**HOMO energy (spin up / spin down)**: -0.1845 / -0.1875 hartree
**ΔE to the lowest compared entry with this formula, charge and spin**: 1.149 eV
**Frontier orbital gap (spin up / spin down)**: 4.96 / 4.88 eV
**Net charge**: 0

Record 4
Here is C12H36B3O6S3V as an isolated structure at a distorted geometry from OMol25. Energies are from wB97M-V/def2-TZVPD.

XYZ file:
```
61
Properties=species:S:1:pos:R:3:forces:R:3
H -4.55184 -0.36772 -0.16774 1.00 -0.16 0.08
H 1.15716 -0.04250 6.41301 -0.01 -0.14 0.10
H -1.50631 -1.56062 1.23626 1.64 -1.77 -0.99
H -5.28856 -0.48948 -1.69903 0.11 0.11 -0.36
B -0.10099 1.83650 0.24417 0.14 1.66 0.19
C -4.42043 -0.05357 -1.19989 -0.22 0.62 -0.91
H -0.63329 1.54552 1.19409 -1.03 -0.49 1.96
H -2.10445 0.11945 0.80226 -0.18 1.95 -1.74
H 2.92334 0.09731 4.48255 -0.06 -0.21 0.54
V -0.34586 -0.37404 0.16459 -0.66 -1.58 0.58
C 1.84006 0.13622 4.35355 0.42 -0.04 -0.37
H -5.41841 1.80311 -1.54488 0.02 0.35 0.53
B 0.57102 -2.45675 -0.02216 0.47 -1.55 0.98
H 0.89984 1.31791 0.25717 2.27 -1.24 -0.13
S 1.66435 -0.96154 2.90552 0.33 0.27 1.63
H 4.76907 0.97845 -3.67973 0.16 -0.02 0.12
H 0.21372 -2.63340 1.06061 -0.14 -0.61 1.16
C 1.13076 -2.03114 5.36673 0.96 0.07 -1.01
H 3.74396 1.49640 -0.95739 -0.57 -0.07 0.03
S -3.00826 -0.65638 -2.18647 -0.33 0.74 -1.09
C 2.21519 2.01463 -2.43732 -0.57 0.36 -0.86
H 1.47829 -3.20002 3.33572 0.33 -0.39 0.93
O 0.57539 -0.48931 2.06503 0.95 0.59 -0.05
H -3.20256 -1.16440 1.69813 -1.27 -0.30 -0.18
H 4.90575 0.02792 -2.20269 -0.13 -0.29 -0.14
C -3.05478 0.71448 -3.42405 -1.21 -0.31 0.18
H 0.10835 2.97035 0.23397 0.08 1.23 -0.14
H 2.19136 2.59021 -3.36813 0.16 -0.18 -0.13
H 3.14736 -1.32409 -3.21237 -0.24 0.05 0.21
H 2.13113 -2.35583 5.65771 -0.09 0.16 0.59
H 3.11271 -0.17030 -4.52734 -0.41 0.04 -0.01
O 0.89403 -0.17279 -1.75232 0.63 -0.41 -0.67
C -4.38925 1.49483 -1.38044 0.10 -0.44 -0.90
H -0.71704 1.47755 -0.62567 -1.24 -0.16 -2.09
O -1.77549 -0.43807 -1.44436 -0.13 -0.27 -0.31
O -3.26723 -1.91623 -2.83447 0.20 0.25 0.67
C 0.96546 -0.48623 5.44075 -0.01 -0.45 -0.77
H -0.30373 -2.14142 -0.66524 -2.08 0.73 -1.41
B -2.15218 -0.69714 1.58279 -0.73 0.04 1.65
H -0.05190 -0.25597 5.11494 -0.19 0.04 0.42
H -0.02800 -2.41156 3.57074 -0.01 0.13 0.04
O 0.67175 0.67927 -4.07606 -0.51 -0.48 -0.30
H -1.71382 -0.26950 2.56079 0.17 0.41 1.20
H -3.96287 2.57058 -3.37074 -0.29 0.58 0.67
C -3.53111 1.93433 -2.60328 1.63 -1.28 -0.44
H -3.86350 1.98816 -0.57081 -0.74 -0.12 0.61
H -3.79246 0.54366 -4.21599 -0.35 -0.79 0.52
H 4.28048 2.62005 -2.11040 -0.24 0.11 -0.27
C 3.63103 1.74820 -2.01517 0.72 0.01 1.08
C 1.02145 -2.37004 3.87706 -0.88 0.56 -1.67
H 1.06043 -3.37715 -0.51743 0.27 -1.04 -0.68
C 4.21177 0.57849 -2.83190 -0.23 0.39 -0.44
H 1.50923 2.54775 -1.80109 0.27 -0.32 0.55
H -2.16210 0.81406 -4.04181 0.62 -0.05 0.90
H 0.36440 -2.59210 5.89229 0.07 0.12 0.28
H 1.61506 1.18202 4.15136 -0.36 -0.15 -0.34
H -2.61461 2.32947 -2.16483 -0.14 0.68 -0.33
O 3.00964 -1.19938 2.42133 -0.93 -0.03 -0.32
C 3.07529 -0.26201 -3.44482 0.29 -0.73 0.29
H 1.38454 -1.67217 -0.06622 1.48 2.10 0.16
S 1.48766 0.43600 -2.92088 0.69 1.74 0.25
```
Positions in Å, forces in eV/Å.

Properties
**Total energy**: -85528.44294 eV
**Spin multiplicity**: 3
**HOMO energy (spin up / spin down)**: -0.3311 / -0.3547 hartree
**ΔE to the lowest compared entry with this formula, charge and spin**: 1.612 eV
**Frontier orbital gap (spin up / spin down)**: 8.79 / 10.11 eV
**Net charge**: 0

> The lowest total energy belongs to which entry?

C40H79F3N5O10PtS8

> Number 1 is which compound?

C40H79F3N5O10PtS8

> Which formula does entry 2 have?

CH5NP2